a) # C3H8O2

A cluster of 2 separate species, C3H8O2 in total (ωB97M-V/def2-TZVPD, the OMol25 dataset).

Last column: Mulliken charge in e.
Positions of all 13 atoms, in Å:
1 H -1.65 -0.28 -2.08  0.34
2 O 1.15 -1.76 3.42  -0.63
3 H 1.74 0.52 -0.11  0.31
4 C -0.01 0.48 -0.88  0.80
5 C -0.17 1.78 -1.10  -1.00
6 H -0.98 2.15 -1.71  0.26
7 H 0.60 2.51 -0.91  0.26
8 H -0.54 -1.51 -1.40  0.31
9 H 1.19 -0.84 3.69  0.31
10 C -1.04 -0.55 -1.22  -1.07
11 H 0.47 -1.78 2.73  0.32
12 H -1.73 -0.68 -0.39  0.25
13 O 0.95 -0.04 -0.05  -0.46

Values from the calculation:
Spin multiplicity: 1
SMILES string: C=C(C)O.O
Orbital gap (eV): 9.81

---

b) # C3H8O2

A cluster of 2 separate species, C3H8O2 in total (ωB97M-V/def2-TZVPD, the OMol25 dataset).

Last column: Mulliken charge in e.
Positions of all 13 atoms, in Å:
1 C -1.29 -0.02 0.29  -0.58
2 O 0.31 0.21 -2.09  -0.38
3 H -1.37 0.99 -0.10  0.25
4 H -2.08 -0.72 0.05  0.27
5 H 0.88 1.50 0.65  0.31
6 H 1.75 0.30 1.65  0.37
7 C 1.17 0.45 0.74  -1.14
8 H 0.07 -1.45 1.12  0.39
9 H 0.17 -0.09 -3.00  0.31
10 C 0.00 -0.48 0.64  0.21
11 H 1.79 0.26 -0.15  0.33
12 O -0.18 -0.94 -1.36  -0.52
13 H -1.22 -0.01 1.55  0.18

Values from the calculation:
Spin multiplicity: 1
Orbital gap (eV): 8.71

---

c) # C3H8O2

A cluster of 2 separate species, C3H8O2 in total (ωB97M-V/def2-TZVPD, the OMol25 dataset).

Last column: Mulliken charge in e.
Positions of all 13 atoms, in Å:
1 H -0.29 -1.03 -0.64  0.20
2 O 0.70 -0.28 2.49  -0.54
3 O -1.39 0.46 -2.15  -0.38
4 H 1.61 0.06 2.49  0.30
5 H 1.28 -1.71 -0.06  0.28
6 H -1.01 2.33 -2.77  0.27
7 C 0.28 -1.37 0.22  -0.79
8 H -0.22 -2.27 0.55  0.29
9 H -0.81 0.05 1.34  0.20
10 C 0.23 -0.17 1.12  -0.19
11 C -0.88 1.53 -2.04  0.02
12 H -0.23 1.72 -1.18  0.07
13 H 0.71 0.68 0.63  0.26

Values from the calculation:
Spin multiplicity: 1
SMILES string: C=O.CCO
Orbital gap (eV): 11.04

---

Which structure is the least stable? The one labeled b).

---

a) # C3H8O2

A cluster of 2 separate species, C3H8O2 in total (ωB97M-V/def2-TZVPD, the OMol25 dataset).

Last column: Mulliken charge in e.
Positions of all 13 atoms, in Å:
1 H -2.24 2.01 0.60  0.29
2 H -0.24 -1.24 -1.23  0.23
3 C 1.25 0.08 -0.57  0.05
4 H 2.39 -0.02 -0.87  0.26
5 O 0.77 1.21 -0.25  -0.54
6 H 1.19 -2.08 -0.59  0.31
7 H -1.15 1.48 -0.50  0.36
8 H 0.41 -0.96 1.77  0.29
9 C 0.52 -1.19 -0.37  -0.27
10 O -1.93 1.25 0.09  -0.63
11 C -0.11 -1.43 0.95  -0.88
12 H -1.13 -1.09 1.01  0.26
13 H 0.11 -2.54 1.11  0.27

Values from the calculation:
Spin multiplicity: 1
SMILES string: CCC=O.O
Orbital gap (eV): 10.58

---

b) # C3H8O2

A cluster of 2 separate species, C3H8O2 in total (ωB97M-V/def2-TZVPD, the OMol25 dataset).

Last column: Mulliken charge in e.
Positions of all 13 atoms, in Å:
1 H -1.09 -0.67 -2.86  0.38
2 C -0.38 -0.20 -2.24  -0.06
3 H 0.99 0.90 4.17  0.32
4 C -0.40 -0.72 -0.96  -0.24
5 H 1.12 1.17 -1.43  0.22
6 C 0.40 1.05 -2.36  -0.79
7 H -1.05 -2.63 -1.04  0.30
8 H 0.18 -0.32 -0.08  0.23
9 H 1.09 0.87 -3.31  0.22
10 H -0.16 2.00 -2.39  0.26
11 O -1.27 -1.82 -0.59  -0.52
12 O 1.20 1.29 5.04  -0.65
13 H 1.77 2.11 4.70  0.33

Values from the calculation:
Spin multiplicity: 1
SMILES string: C/C=C/O.O
Orbital gap (eV): 9.73

---

Which structure is the least stable? The one labeled b).

---

a) # C3H8O2

A cluster of 2 separate species, C3H8O2 in total (ωB97M-V/def2-TZVPD, the OMol25 dataset).

Last column: Mulliken charge in e.
Positions of all 13 atoms, in Å:
1 H -0.04 2.40 -1.62  0.35
2 H 0.47 -3.10 0.28  0.29
3 H 0.92 2.97 0.91  0.33
4 C -1.67 -3.73 0.27  -0.78
5 H -2.63 -3.29 0.50  0.27
6 O 1.70 1.82 -0.74  -0.48
7 C 0.64 2.38 -0.78  0.22
8 C -0.51 -2.82 0.65  -0.80
9 H -0.62 -1.77 0.39  0.25
10 O 0.17 3.04 0.31  -0.42
11 H -0.39 -2.82 1.73  0.26
12 H -1.66 -3.88 -0.82  0.25
13 H -1.64 -4.73 0.70  0.28

Values from the calculation:
Spin multiplicity: 1
SMILES string: O=CO.CC
Orbital gap (eV): 11.97

---

b) # C3H8O2

The molecule C3H8O2 (ωB97M-V/def2-TZVPD, the OMol25 dataset).

Last column: Mulliken charge in e.
Positions of all 13 atoms, in Å:
1 H -0.01 0.47 1.12  0.37
2 H -1.66 -1.49 -0.23  0.26
3 C -0.06 0.62 0.05  -0.25
4 H 2.89 -0.70 -0.61  0.25
5 H -3.08 -0.35 -0.61  0.26
6 H 2.22 -0.30 1.00  0.27
7 O -1.36 0.63 -0.47  -0.34
8 C -2.15 -0.47 -0.06  -0.63
9 C 2.10 -0.12 -0.09  -0.63
10 H -2.49 -0.42 1.03  0.26
11 H 2.39 0.99 -0.32  0.24
12 O 0.80 -0.42 -0.50  -0.33
13 H 0.42 1.56 -0.32  0.27

Values from the calculation:
Spin multiplicity: 1
SMILES string: COCOC
Orbital gap (eV): 11.12

---

c) # C3H8O2

A cluster of 2 separate species, C3H8O2 in total (ωB97M-V/def2-TZVPD, the OMol25 dataset).

Last column: Mulliken charge in e.
Positions of all 13 atoms, in Å:
1 C 1.85 1.05 -0.77  -0.79
2 O -3.46 -0.10 0.05  -0.46
3 O -2.18 -1.03 1.66  -0.44
4 H 1.76 1.82 0.01  0.27
5 H 1.13 1.33 -1.57  0.26
6 C 1.25 -0.45 -0.27  -0.48
7 H 2.96 1.03 -1.00  0.27
8 H 1.27 -1.30 -0.95  0.33
9 H -2.81 -0.48 2.15  0.34
10 C -2.33 -0.44 0.35  0.28
11 H 0.23 -0.31 0.14  -0.16
12 H 1.87 -0.76 0.63  0.27
13 H -1.54 -0.37 -0.43  0.31

Values from the calculation:
Spin multiplicity: 1
SMILES string: O=CO.CC
Orbital gap (eV): 11.75

---

Which structure is the least stable? The one labeled b).

---

a) # C3H8O2

A cluster of 2 separate species, C3H8O2 in total (ωB97M-V/def2-TZVPD, the OMol25 dataset).

Last column: Mulliken charge in e.
Positions of all 13 atoms, in Å:
1 C -1.50 0.24 0.36  -1.26
2 H -1.43 0.24 1.46  0.36
3 H -0.16 -1.46 0.13  0.23
4 H 0.51 -0.68 -1.98  0.34
5 C -0.27 -0.43 -0.24  0.34
6 O 2.14 -0.20 -0.53  -0.70
7 H -1.59 1.27 0.00  0.35
8 H 1.19 0.14 1.48  0.13
9 C 1.04 0.32 0.02  -0.06
10 H 1.92 -0.16 0.84  0.12
11 O -0.37 -0.39 -1.66  -0.53
12 H -2.41 -0.31 0.08  0.31
13 H 0.92 1.42 0.05  0.36

Values from the calculation:
Spin multiplicity: 1
Orbital gap (eV): 10.27

---

b) # C3H8O2

The molecule C3H8O2 (ωB97M-V/def2-TZVPD, the OMol25 dataset).

Last column: Mulliken charge in e.
Positions of all 13 atoms, in Å:
1 H 2.04 -0.73 0.90  0.26
2 C -0.13 0.79 0.04  -0.29
3 H 0.17 1.82 -0.11  0.31
4 O 0.77 -0.08 -0.65  -0.31
5 H 2.52 0.86 0.09  0.26
6 C 2.05 -0.16 -0.08  -0.61
7 H -1.81 -0.74 0.98  0.30
8 C -2.02 -0.51 -0.08  -0.61
9 H -1.71 -1.35 -0.71  0.25
10 H 2.66 -0.72 -0.81  0.22
11 O -1.36 0.69 -0.47  -0.33
12 H -0.07 0.50 1.12  0.33
13 H -3.11 -0.36 -0.21  0.22

Values from the calculation:
Spin multiplicity: 1
SMILES string: COCOC
Orbital gap (eV): 10.98

---

Which structure is the least stable? The one labeled a).

---

a) # CH2N2O3

A structure of composition CH2N2O3 (ωB97M-V/def2-TZVPD, the OMol25 dataset).

Last column: Mulliken charge in e.
Positions of all 8 atoms, in Å:
1 O 2.08 -1.40 0.10  -0.58
2 H 0.63 -0.72 -0.15  0.36
3 N 0.12 0.18 -0.02  -0.33
4 O 3.70 0.02 -0.10  -0.49
5 H -0.68 0.54 -0.49  0.26
6 O 1.45 2.14 0.01  -0.38
7 N 2.57 -0.31 0.10  0.71
8 C 1.17 1.00 0.08  0.46

Values from the calculation:
Spin multiplicity: 1
Orbital gap (eV): 10.39

---

b) # CH2N2O3

A cluster of 2 separate species, CH2N2O3 in total (ωB97M-V/def2-TZVPD, the OMol25 dataset).

Last column: Mulliken charge in e.
Positions of all 8 atoms, in Å:
1 N 2.94 1.41 0.50  0.63
2 O 2.08 2.12 0.93  -0.29
3 O 0.20 0.97 -0.67  -0.12
4 O 4.17 1.38 0.47  -0.40
5 H -0.21 -1.14 -0.82  0.27
6 N 1.09 0.41 -1.36  -0.34
7 C 0.45 -0.41 -0.45  0.00
8 H 0.97 -0.70 0.37  0.24

Values from the calculation:
Spin multiplicity: 1
Orbital gap (alpha / beta) (eV): 10.31 / 7.65

---

c) # CH2N2O3

The molecule CH2N2O3 (ωB97M-V/def2-TZVPD, the OMol25 dataset).

Last column: Mulliken charge in e.
Positions of all 8 atoms, in Å:
1 C -0.07 -0.19 -1.07  -0.07
2 O -0.49 1.45 1.40  -0.54
3 H -0.07 0.05 -2.16  0.27
4 H -1.10 -0.46 -0.74  0.23
5 O 0.98 -0.90 -0.47  -0.26
6 N 0.83 0.34 0.00  -0.08
7 N -0.07 0.35 1.19  0.94
8 O 0.00 -0.65 1.84  -0.50

Values from the calculation:
Spin multiplicity: 1
SMILES string: O=[N+]([O-])N1CO1
Orbital gap (eV): 11.07

---

d) # CH2N2O3

A structure of composition CH2N2O3 (ωB97M-V/def2-TZVPD, the OMol25 dataset).

Last column: Mulliken charge in e.
Positions of all 8 atoms, in Å:
1 H -0.76 2.37 -0.62  0.27
2 N -0.88 -0.80 0.50  0.93
3 O -1.35 -1.50 -0.34  -0.48
4 H -0.21 1.78 -0.66  -0.27
5 N 1.51 -0.47 -0.17  0.55
6 O 2.65 -0.61 -0.46  -0.53
7 C 0.41 -0.23 0.18  0.01
8 O -1.38 -0.54 1.56  -0.47

Values from the calculation:
Spin multiplicity: 1
Orbital gap (eV): 9.81

---

Which structure is the least stable? The one labeled d).

---

a) # C6H14NO

A structure of composition C6H14NO (ωB97M-V/def2-TZVPD, the OMol25 dataset).

Last column: Mulliken charge in e.
Positions of all 22 atoms, in Å:
1 C 1.35 -0.15 1.20  -1.24
2 H 2.35 -0.03 0.78  0.19
3 C -1.12 0.01 0.41  -0.39
4 H -3.95 -0.76 1.29  0.28
5 C 0.32 0.23 0.14  -0.13
6 C -2.13 0.32 -0.55  0.13
7 H 1.29 -1.16 1.62  0.32
8 C 3.96 0.83 -1.00  -0.53
9 H 3.07 1.52 -1.13  0.06
10 N -3.46 0.33 -0.43  -0.68
11 H 4.56 0.91 -1.95  0.24
12 H 1.25 0.44 2.12  0.32
13 H 0.70 -0.28 -0.77  0.35
14 H -1.48 -0.57 1.25  0.35
15 H -3.48 -1.86 -0.09  0.24
16 H -4.98 -1.20 -0.07  0.28
17 C -3.93 -0.88 0.19  -0.88
18 H 0.59 1.27 -0.11  0.26
19 H 4.66 1.30 -0.25  0.13
20 H -1.66 0.95 -1.34  0.37
21 H -1.52 -0.77 -0.62  0.21
22 O 3.62 -0.43 -0.67  -0.86

Values from the calculation:
Charge: -1
Spin multiplicity: 1
Orbital gap (eV): 5.69

---

b) # C6H14NO

A structure of composition C6H14NO (ωB97M-V/def2-TZVPD, the OMol25 dataset).

Last column: Mulliken charge in e.
Positions of all 22 atoms, in Å:
1 C 0.07 -1.65 1.61  -0.38
2 H -0.88 -2.52 -1.75  0.26
3 H 0.55 -3.14 -1.00  0.27
4 H 0.15 3.23 1.24  0.33
5 C 0.22 -2.34 -1.65  -0.83
6 C -0.30 1.80 -0.37  -0.27
7 H -0.37 -2.63 1.31  0.24
8 N 0.51 -1.00 -1.16  -0.52
9 H 1.20 -1.64 1.50  0.23
10 H 1.32 3.19 -0.02  0.32
11 H 0.14 1.59 -1.34  0.37
12 H 1.01 0.67 0.94  0.28
13 H -1.39 1.92 -0.44  0.25
14 O -0.42 -1.08 2.64  -0.76
15 H 0.71 -2.51 -2.64  0.28
16 H -1.25 -1.11 0.26  0.03
17 C 0.25 3.13 0.16  -1.34
18 C -0.02 0.65 0.59  -0.80
19 H -0.56 0.65 1.54  0.36
20 H -0.54 -0.47 -1.19  0.58
21 C -0.22 -0.76 0.05  -0.29
22 H -0.20 4.02 -0.28  0.36

Values from the calculation:
Charge: -1
Spin multiplicity: 1
Orbital gap (eV): 5.95

---

Which structure is the least stable? The one labeled a).